1.
Below is a single C6H9Br2NO molecule at a distorted geometry, with properties calculated with ωB97M-V/def2-TZVPD.

Calculated values
molar mass = 271.0 g/mol
energy relative to the best compared isomer or geometry (same formula, charge and spin) = 59.5 kcal/mol
spin multiplicity = 1
HOMO-LUMO gap = 9.06 eV
E_HOMO = -8.730 eV
total energy = -149985.9689 eV
total charge = 0

Each line ends with the Mulliken charge.
Cartesian coordinates (Å):
Br  -0.76911  1.53095  4.18248  -0.145
H  -1.51557  -0.47702  -1.92594  0.442
H  -1.78694  -0.87129  -0.28387  0.362
C  1.21753  -0.19251  -1.85679  -1.658
H  -1.57600  2.38104  2.04612  0.509
C  0.18992  -0.21545  -0.67299  1.603
H  0.69235  -1.94957  0.50676  0.411
C  -1.08885  -0.98442  -1.11382  -1.677
C  -1.14379  1.52095  2.35966  -0.663
H  2.18233  0.27460  -1.39473  0.392
H  1.78173  -0.79461  0.88103  0.385
Br  0.78961  2.52250  -0.32788  -0.070
C  -0.54632  0.59002  1.64802  0.618
H  -0.93070  -1.97318  -1.22001  0.481
H  1.33045  -1.22591  -2.26311  0.372
C  0.75504  -0.93378  0.65951  -0.834
H  0.88103  0.43452  -2.63411  0.434
N  -0.33144  1.02561  -0.30382  -0.631
O  -0.13129  -0.66245  1.71349  -0.333

Atoms 1-2, force components in eV/Å:
Br -0.1950 -0.1452 1.1414
H -0.4987 0.3644 -1.3748

=====

2.
Below is a single C11H18S molecule at a distorted geometry, with properties calculated with ωB97M-V/def2-TZVPD.

Calculated values
molar mass = 182.3 g/mol
energy relative to the best compared isomer or geometry (same formula, charge and spin) = 82.3 kcal/mol
spin multiplicity = 1
HOMO-LUMO gap (alpha / beta) = 7.73 / 7.73 eV
E_HOMO (alpha / beta) = -6.963 / -6.964 eV
total energy = -22529.3967 eV
total charge = 0

Each line ends with the Mulliken charge.
Cartesian coordinates (Å):
C  0.77568  0.89390  -1.61528  -1.174
H  -3.08250  0.84821  -0.48316  0.329
C  0.69583  1.44970  -0.13310  -0.915
C  -1.77925  -1.46725  0.04499  -1.707
C  -2.15308  0.77087  -1.10132  -1.879
C  0.38073  1.85530  2.92158  -0.914
C  1.25380  -1.34536  0.31513  0.228
H  0.35081  1.45111  -2.40175  0.389
H  0.73109  -2.57403  -1.37278  0.331
C  0.03032  -0.46129  -1.60278  0.034
H  -1.72084  1.76330  -1.31921  0.351
H  1.33799  1.56009  3.32588  0.266
H  2.65293  -2.59575  1.19693  0.291
H  -0.29296  -0.64239  -2.63490  0.532
H  -2.57166  -1.17534  0.85695  0.374
C  -1.10819  -0.22191  -0.50118  1.313
H  1.84776  0.63960  -1.98628  0.390
C  1.94024  -1.76741  1.31173  -0.681
C  1.10175  -1.59795  -1.14018  -1.409
H  0.32464  2.64806  2.20827  0.344
H  1.80161  -1.52156  2.46448  0.155
C  -0.25812  0.48756  0.53957  0.140
H  -0.97681  -2.14106  0.45682  0.347
H  1.78870  1.37932  0.18754  0.347
H  1.79731  -1.52157  -1.86369  0.718
H  -2.40089  -2.07352  -0.67302  0.358
H  0.43604  2.49101  -0.03074  0.561
S  -0.86314  0.62532  2.17642  -0.050
H  -0.30614  2.34846  3.70527  0.356
H  -2.40740  0.28826  -1.95435  0.576

Atoms 1-2, force components in eV/Å:
C 1.7125 -1.6930 0.4563
H 0.9401 0.1310 -0.2383

=====

3.
Below is 3 unconnected molecules or ions with the total composition C40H31Br3FN2O4 at a distorted geometry, with properties calculated with ωB97M-V/def2-TZVPD.

Calculated values
molar mass = 862.4 g/mol
spin multiplicity = 1
HOMO-LUMO gap = 6.88 eV
E_HOMO = -11.087 eV
total energy = -265988.3770 eV
total charge = +1

Each line ends with the Mulliken charge.
Cartesian coordinates (Å):
H  -4.21042  8.51606  -4.57514  0.477
C  -3.92435  -4.29849  -0.47400  0.253
F  6.78369  -2.59642  4.50261  -0.166
H  1.89034  -1.59732  0.60704  0.199
H  5.44029  -0.61379  0.64725  0.268
C  -3.78326  5.49717  -6.05027  -0.548
H  -2.38734  4.44595  2.08027  0.410
C  -4.58505  -3.41087  -1.46944  0.574
O  -0.64735  -2.79345  -0.37924  -0.704
C  -2.70303  -5.99745  1.35242  -0.532
H  4.23612  -7.06465  5.12580  0.299
C  -2.59478  5.04221  1.20049  -0.511
C  -4.64775  -5.33681  0.10002  -0.604
C  3.61043  -0.86177  -0.39475  0.004
C  -3.41344  4.75311  -4.94224  -0.469
C  5.02009  -6.01669  3.85452  0.068
C  -2.92800  5.19972  -1.17400  0.211
C  -3.98527  7.46256  -4.67660  -0.621
H  -4.21048  0.35772  -4.12140  0.440
H  -4.37404  7.42869  -6.78172  0.399
C  -3.50231  7.39455  -2.24018  0.508
H  1.61214  -0.51249  -0.85432  0.242
C  -1.81381  -2.96453  -0.68631  0.411
C  -2.58910  -4.09983  -0.11828  0.098
O  -3.69793  8.58709  -2.13256  -0.662
C  -4.42673  -1.40422  -2.92425  -0.795
H  -5.44719  -1.58377  -3.23607  0.480
Br  4.68639  -4.75989  0.46951  -0.013
Br  7.36016  0.03753  2.83603  -0.085
H  -2.22767  -6.66389  2.06132  0.390
C  -1.80328  -0.94028  -2.12704  -0.342
H  -3.24775  8.24073  0.29555  0.481
C  -4.04041  -6.18058  1.01519  -0.461
H  -2.74683  6.88535  2.29412  0.396
C  -3.73111  -0.31396  -3.42079  -0.421
H  3.21601  -1.84222  2.02824  0.281
C  5.26151  2.22895  3.86983  -1.310
H  4.50784  2.93878  3.50362  0.375
H  4.12203  -1.65591  3.82954  0.500
C  4.75948  0.82312  3.66035  0.594
C  4.39103  -3.60090  2.00853  -0.770
H  5.37038  2.45031  4.93964  0.302
C  4.72764  -1.43343  0.46257  -0.526
C  -3.15796  6.57105  -1.04925  0.258
H  -3.19047  3.69959  -5.04753  0.477
C  -2.96980  4.54171  -2.50669  0.451
H  5.28356  -2.14774  -0.16329  0.482
C  -3.08227  7.17572  0.19978  -0.600
O  -5.72858  -3.61711  -1.81773  -0.660
H  -0.94101  -4.81565  1.05507  0.528
C  5.48410  -0.18871  3.26433  -0.632
C  5.52566  -3.79176  3.02583  0.425
H  6.95384  -5.07471  4.00956  0.340
C  -2.80081  6.41318  1.32129  -0.487
C  -2.65239  4.43788  -0.04435  -0.548
N  5.12136  -6.57216  4.96957  -0.567
C  -2.49370  -2.03967  -1.62883  -0.014
N  5.82543  -2.68903  3.58004  0.468
C  4.94917  -1.58324  3.10143  -0.568
H  6.56468  -5.56395  2.35451  0.427
C  -2.42114  -0.07746  -3.01675  -0.483
H  -0.78347  -0.75609  -1.81658  0.574
C  2.32505  -1.00346  -0.19688  -0.929
H  6.18969  2.42178  3.32948  0.436
C  -3.60951  6.72192  -3.56236  0.292
O  -2.71612  3.35751  -2.62003  -0.647
C  -3.81531  -2.26495  -2.02063  0.467
H  3.92012  -0.30890  -1.28292  0.375
C  -4.07621  6.85084  -5.91609  -0.489
H  -2.48728  3.37238  -0.13787  0.539
H  -4.60791  -6.98458  1.46626  0.400
C  6.14509  -5.13841  3.27100  -1.018
C  -1.97954  -4.95999  0.78813  -0.457
Br  2.87701  0.59414  4.03274  -0.149
C  4.26450  -2.02717  1.78381  0.708
H  -1.88399  0.78116  -3.39840  0.359
H  -5.68640  -5.48318  -0.16568  0.481
H  4.11274  -6.07682  3.23029  0.359
H  -3.84820  5.02259  -7.02122  0.418
H  3.39729  -3.90172  2.35761  0.592
C  -3.33409  5.35903  -3.69357  0.270

Atoms 1-2, force components in eV/Å:
H 0.0503 -0.0337 0.1359
C 0.1466 0.0051 0.0764

=====

4.
Below is a molecular structure, CH20F3K3O13S at a distorted geometry, with properties calculated with ωB97M-V/def2-TZVPD.

Calculated values
molar mass = 446.5 g/mol
spin multiplicity = 1
HOMO-LUMO gap = 9.85 eV
E_HOMO = -15.140 eV
total energy = -95934.6831 eV
total charge = +2

Each line ends with the Mulliken charge.
Cartesian coordinates (Å):
H  -25.34912  24.56587  24.16689  0.288
O  -27.50753  26.68137  26.38143  -0.628
H  -29.05932  31.97647  20.81158  0.315
H  -25.76606  28.71567  17.41863  0.279
O  -24.35153  28.75272  19.90757  -0.572
H  -26.98454  25.90262  26.13991  0.342
H  -31.45829  26.11710  21.03255  0.351
F  -28.99035  27.28248  21.10297  -0.144
H  -26.66736  26.42623  19.27803  0.230
K  -27.41448  31.89915  23.59066  0.949
H  -27.75299  27.07248  25.52984  0.439
H  -29.50229  30.28365  17.66149  0.304
H  -29.97486  30.22361  19.10633  0.282
O  -30.50336  24.66639  20.20324  -0.626
O  -26.09840  27.06065  22.36099  -0.687
O  -32.03768  26.76140  21.47824  -0.598
O  -28.74621  32.82913  21.13840  -0.599
H  -29.23922  33.47849  20.62076  0.301
O  -26.28284  24.77336  24.27957  -0.635
H  -29.08183  23.82751  22.83168  0.252
H  -32.01351  27.53970  20.91162  0.299
C  -28.21543  28.34672  21.22893  0.537
H  -31.11216  23.94569  19.98300  0.281
H  -26.51969  25.29312  23.50048  0.347
H  -25.19944  28.45379  19.55131  0.334
F  -27.53998  28.53426  20.12271  0.028
H  -26.20520  27.52489  16.58399  0.270
O  -26.10618  27.81633  17.49942  -0.560
K  -23.31911  27.91004  22.26121  0.964
K  -30.44212  26.56286  24.10956  0.927
H  -25.96592  26.04094  20.59556  0.321
H  -29.94761  24.76969  19.41718  0.297
O  -26.45782  29.42034  22.85852  -0.654
H  -29.33845  24.89390  21.77230  0.308
O  -26.26575  25.68388  19.74316  -0.614
O  -29.51941  30.79359  18.48068  -0.601
H  -23.82013  28.97010  19.13087  0.272
S  -27.06782  28.10019  22.68514  0.909
O  -27.93264  27.69507  23.79478  -0.795
O  -28.99588  24.77583  22.67062  -0.500
F  -29.00714  29.38823  21.45748  -0.211

Atoms 1-2, force components in eV/Å:
H -0.0997 -0.1201 0.0604
O -0.2788 -0.0165 -0.1397

=====

5.
Below is a molecular structure, C5H4BrF8NaOPt at a distorted geometry, with properties calculated with ωB97M-V/def2-TZVPD.

Calculated values
molar mass = 530.0 g/mol
energy relative to the best compared isomer or geometry (same formula, charge and spin) = 0.0 kcal/mol
spin multiplicity = 4
HOMO-LUMO gap (alpha / beta) = 7.93 / 5.03 eV
E_HOMO (alpha / beta) = -21.718 / -21.484 eV
total energy = -106704.5619 eV
total charge = +3
expectation value of S² = 3.767

Each line ends with the Mulliken spin population.
Cartesian coordinates (Å):
F  19.49597  27.60127  5.32559  0.004
H  17.91137  26.97132  8.02257  0.031
C  18.70600  26.85389  6.04955  0.032
O  19.95267  27.43099  8.08744  0.653
F  16.52980  27.74831  5.42223  0.002
C  18.71365  27.43348  7.44737  0.068
F  19.10029  28.10702  10.08736  0.014
Pt  19.81884  23.35193  5.55758  1.283
F  19.24759  25.68056  6.23846  0.000
H  16.77866  25.87558  5.99443  0.001
Br  17.30674  22.99575  6.27743  0.707
C  17.32828  26.65531  5.46714  0.007
H  22.03207  26.68804  9.51513  0.023
C  19.88568  27.20371  9.50705  -0.012
F  21.49727  27.08462  11.29167  0.018
Na  16.13882  20.89239  4.62072  0.001
C  21.33757  27.38040  9.99095  0.012
F  19.49244  25.95597  9.71461  0.034
H  18.36054  28.46288  7.50857  0.103
F  21.79732  28.60633  9.75786  0.018
F  17.38452  26.18749  4.23945  0.003

Atoms 1-2, force components in eV/Å:
F 0.6385 0.2365 -1.3805
H 0.0906 -0.3065 0.8004

=====

6.
Below is a molecular structure, C27H23N5PdTe, with properties calculated with ωB97M-V/def2-TZVPD.

Calculated values
molar mass = 651.5 g/mol
energy relative to the best compared isomer or geometry (same formula, charge and spin) = 5.2 kcal/mol
spin multiplicity = 1
HOMO-LUMO gap = 6.09 eV
E_HOMO = -6.846 eV
total energy = -46597.5054 eV
total charge = 0

Each line ends with the Mulliken charge.
Cartesian coordinates (Å):
C  0.03776  -5.10019  -3.86132  -0.175
H  2.97688  3.15921  0.20997  0.464
H  4.98530  2.14118  -0.93087  0.405
C  -2.04842  -3.10828  -0.46880  0.281
H  -2.57858  -0.23973  1.01774  0.350
C  2.92440  2.20467  -0.29288  -0.832
C  0.88377  1.91152  4.58244  -1.810
N  2.54126  -1.28697  -2.44572  -0.527
H  -1.40584  1.38321  -0.04068  -0.036
C  -0.39230  2.10976  2.38648  0.022
C  -1.13407  2.89787  1.49339  1.283
H  0.18115  4.45750  4.76918  0.247
C  -2.72866  -1.28202  0.79631  -0.211
C  -1.71934  2.39936  0.19433  -1.335
N  -1.37102  -3.72116  -1.49932  -0.530
H  2.74023  -5.14052  -5.91805  0.399
H  -4.43054  -1.47435  2.05226  0.416
H  -0.79422  6.55590  4.24186  0.355
H  -0.86237  -5.65211  -3.62743  0.528
H  -3.17659  -4.89411  -0.23088  0.450
H  3.30191  -3.07559  -4.62688  0.529
N  1.58695  0.29855  -0.89208  0.022
C  -3.07495  -3.87408  0.10813  -0.451
H  -1.95175  4.83012  1.10013  0.408
C  -0.19231  4.02702  3.84583  -1.042
H  1.26106  2.56952  5.36481  0.371
C  4.02613  1.63974  -0.93176  -0.515
H  -4.70467  -3.91330  1.48210  0.407
H  4.65906  -0.00034  -2.17220  0.469
H  0.27711  1.13584  5.05692  0.367
C  -0.31008  -3.25140  -2.05192  -0.257
C  2.40022  -3.63842  -4.42753  -0.173
N  -1.84314  -1.83316  -0.07187  0.032
C  0.08505  2.69159  3.57463  0.855
C  3.86334  0.45792  -1.60423  -0.403
H  -1.42112  3.04366  -0.63537  0.467
C  1.54710  -2.09943  -2.49843  -0.215
Pd  -0.06755  -0.79118  -0.31083  0.732
C  2.07794  -4.78974  -5.13721  -0.588
C  -3.91623  -3.32032  1.03690  -0.320
C  -1.21290  6.26496  3.27894  -1.425
C  1.51510  -3.23633  -3.44702  0.286
C  0.91586  -5.50890  -4.85886  -0.589
C  0.36318  -3.94949  -3.17105  0.331
H  1.73263  1.40823  4.11573  0.383
H  0.86935  1.92120  0.17369  0.523
C  -3.76629  -1.97435  1.36301  -0.904
C  2.62040  -0.19807  -1.60613  0.183
H  0.69981  -6.40289  -5.42935  0.401
C  -1.37773  4.23426  1.80425  -0.916
H  -2.28772  6.45268  3.30944  0.328
Te  0.05632  0.03528  2.13364  0.206
N  0.41749  -2.14035  -1.73111  -0.325
C  -0.92289  4.82037  2.97377  0.551
H  -0.78983  6.92179  2.51655  0.317
C  1.74555  1.50782  -0.29611  -0.285
H  -2.81120  2.41601  0.23343  0.495

Atoms 1-2, force components in eV/Å:
C 0.0086 0.0413 0.0069
H -0.0125 0.0048 -0.0043

=====

7.
Below is 2 unconnected molecules or ions with the total composition CH6NO2 at a distorted geometry, with properties calculated with ωB97M-V/def2-TZVPD.

Calculated values
molar mass = 64.1 g/mol
energy relative to the best compared isomer or geometry (same formula, charge and spin) = 32.4 kcal/mol
spin multiplicity = 1
HOMO-LUMO gap = 11.71 eV
E_HOMO = -16.467 eV
total energy = -6711.7447 eV
total charge = +1

Each line ends with the Mulliken charge.
Cartesian coordinates (Å):
H  0.17898  1.50161  2.55117  0.334
H  -1.09996  0.42369  0.50753  0.348
H  1.88652  -0.44916  -1.34418  0.403
H  -0.09390  -1.80395  -1.46596  0.310
O  1.04188  -0.10685  -1.02036  -0.378
H  -1.75690  -1.00439  -0.16848  0.206
H  0.49064  0.30511  1.89108  0.332
O  -0.02496  1.12324  1.65468  -0.678
C  -0.09583  -0.73691  -1.00935  0.312
N  -1.02368  -0.38323  -0.14139  -0.188

Atoms 1-2, force components in eV/Å:
H -0.9465 0.7347 -1.1646
H 0.8191 -0.0228 -0.3848